No. 1
C4H9NO2 | ωB97M-V/def2-TZVPD

For the lowest unoccupied orbital energy, the calculation gives 0.9 eV. Its HOMO energy is -9.845 eV. As for the energy: -363.0629 hartree. For the molar mass, the calculation gives 103.12 g mol⁻¹. Its spin multiplicity is 1. Its energy relative to the best compared isomer or geometry (same formula, charge and spin) is 0.616 eV.

Last column: Löwdin charge in e.
Positions of all 16 atoms, in Å:
C  2.067  -0.327  0.366  -0.086
C  1.557  1.116  0.239  -0.223
N  0.213  1.174  -0.339  0.058
C  -0.709  0.277  0.131  -0.603
O  -0.714  -0.207  1.239  0.094
O  -1.589  -0.047  -0.843  -0.041
C  -2.601  -0.962  -0.436  -0.058
H  3.160  -0.410  0.339  0.074
H  1.693  -0.768  1.278  0.061
H  1.623  -0.916  -0.445  0.081
H  1.531  1.568  1.232  0.112
H  2.189  1.756  -0.385  0.113
H  0.161  1.309  -1.339  0.137
H  -3.239  -1.097  -1.309  0.092
H  -2.169  -1.918  -0.125  0.096
H  -3.173  -0.549  0.398  0.095

No. 2
C2H8O2 | ωB97M-V/def2-TZVPD

For the lowest unoccupied orbital energy, the calculation gives 0.8 eV. Its HOMO energy is -10.187 eV. As for the energy: -231.4261 hartree. For the molar mass, the calculation gives 64.08 g mol⁻¹. Its spin multiplicity is 1. Its energy relative to the best compared isomer or geometry (same formula, charge and spin) is 0.985 eV.

Last column: Löwdin charge in e.
Positions of all 12 atoms, in Å:
C  -1.283  0.589  -1.606  -0.163
O  -0.705  1.783  -1.067  -0.120
H  -1.051  0.556  -2.668  0.070
H  -1.077  -0.400  -1.174  0.068
H  -2.351  0.686  -1.389  0.075
H  0.108  1.538  -0.627  0.058
C  1.648  -1.130  1.320  -0.167
O  0.243  -1.055  1.300  -0.124
H  2.081  -2.124  1.472  0.075
H  1.925  -0.836  0.305  0.079
H  2.059  -0.479  2.102  0.078
H  -0.245  -1.490  1.991  0.071

No. 3
C7H13N2S | ωB97M-V/def2-TZVPD

Its net charge is +1. For the lowest unoccupied orbital energy, the calculation gives -3.9 eV. Its HOMO energy is -12.445 eV. As for the energy: -781.8906 hartree. For the molar mass, the calculation gives 157.26 g mol⁻¹. Its spin multiplicity is 1. Its energy relative to the best compared isomer or geometry (same formula, charge and spin) is 3.320 eV.

Last column: Löwdin charge in e.
Positions of all 23 atoms, in Å:
C  1.057  -1.482  0.057  -0.053
C  2.252  -0.774  0.185  -0.252
C  0.638  0.595  -0.386  -0.357
C  3.620  -1.383  0.297  -0.022
C  -0.016  1.928  -0.587  -0.003
C  -3.523  0.603  0.661  -0.103
C  -3.055  -0.768  0.290  -0.477
N  0.072  -0.579  -0.188  -0.132
N  1.998  0.551  -0.134  0.185
S  -1.926  -1.017  -0.843  1.128
H  0.763  -2.479  0.055  0.105
H  3.407  -2.301  0.913  0.104
H  4.219  -1.522  -0.617  0.098
H  4.148  -0.918  1.113  0.072
H  -0.793  1.729  -1.334  0.060
H  -0.357  2.513  0.249  0.088
H  0.855  2.456  -1.122  0.123
H  -4.352  0.697  -0.072  0.111
H  -2.663  1.306  0.362  0.080
H  -3.725  0.762  1.693  0.078
H  -3.454  -1.556  0.777  0.034
H  2.621  1.285  -0.280  0.149
H  -1.784  0.357  -1.089  -0.015

No. 4
C15H25N7O5V | ωB97M-V/def2-TZVPD

Its net charge is +1. For the lowest unoccupied orbital energy (alpha / beta), the calculation gives -2.6 / -2.4 eV. Its HOMO energy (alpha / beta) is -11.606 / -12.624 eV. As for the energy: -2289.9454 hartree. For the molar mass, the calculation gives 434.35 g mol⁻¹. Its spin multiplicity is 3. Its energy relative to the best compared isomer or geometry (same formula, charge and spin) is 0.862 eV.

Last column: Löwdin charge in e.
Positions of all 53 atoms, in Å:
V  0.578  0.860  -0.191  1.086
O  -1.218  -0.590  -0.663  -0.105
C  -2.419  0.089  -0.244  -0.172
C  -2.258  0.741  1.113  -0.135
N  -1.077  1.641  1.152  -0.185
C  -1.402  2.953  0.511  -0.043
C  -1.273  2.808  -1.009  -0.563
O  -1.968  3.351  -1.808  0.144
O  -0.272  1.963  -1.295  -0.181
C  -0.473  1.737  2.515  -0.043
C  0.875  1.016  2.593  -0.529
O  1.536  0.934  3.565  0.165
O  1.217  0.524  1.362  -0.187
H  -1.067  -1.344  -0.058  0.027
H  -2.641  0.816  -1.017  0.120
H  -3.255  -0.606  -0.200  0.133
H  -3.171  1.289  1.357  0.141
H  -2.109  -0.029  1.867  0.093
H  -2.405  3.299  0.747  0.139
H  -0.681  3.704  0.830  0.142
H  -0.296  2.776  2.780  0.138
H  -1.110  1.301  3.280  0.136
C  3.673  0.643  -4.722  0.020
N  3.229  0.333  -3.356  -0.100
C  3.800  -0.588  -2.497  -0.029
C  3.077  -0.546  -1.357  -0.080
N  2.068  0.400  -1.505  -0.053
C  2.201  0.904  -2.726  -0.111
H  4.602  0.117  -4.916  0.096
H  3.840  1.710  -4.826  0.100
H  2.925  0.324  -5.443  0.100
H  4.648  -1.189  -2.779  0.132
H  3.213  -1.096  -0.442  0.121
H  1.569  1.661  -3.160  0.152
C  -2.709  -5.882  3.485  -0.079
C  -2.615  -4.898  4.649  -0.412
C  -1.273  -5.027  5.369  -0.067
C  -2.865  -3.451  4.225  -0.094
N  -1.949  -2.970  3.169  -0.078
C  -1.917  -3.230  1.863  -0.110
N  -1.042  -2.438  1.292  0.033
N  -0.535  -1.674  2.298  0.004
N  -1.081  -1.979  3.422  0.099
H  -2.702  -6.907  3.859  0.088
H  -1.854  -5.782  2.810  0.073
H  -3.633  -5.749  2.913  0.083
H  -3.420  -5.124  5.353  0.141
H  -0.441  -4.816  4.689  0.082
H  -1.141  -6.040  5.754  0.086
H  -1.204  -4.335  6.213  0.084
H  -2.714  -2.783  5.068  0.127
H  -3.884  -3.322  3.865  0.131
H  -2.513  -3.978  1.362  0.141

No. 5
C4H2NO2 | ωB97M-V/def2-TZVPD

Its net charge is -1. For the lowest unoccupied orbital energy (alpha / beta), the calculation gives 4.3 / 4.3 eV. Its HOMO energy (alpha / beta) is -2.633 / -2.634 eV. As for the energy: -358.6833 hartree. For the molar mass, the calculation gives 96.06 g mol⁻¹. Its spin multiplicity is 1. Its energy relative to the best compared isomer or geometry (same formula, charge and spin) is 3.494 eV.

Last column: Löwdin charge in e.
Positions of all 9 atoms, in Å:
C  -0.776  -1.105  -0.090  -0.205
C  -1.326  0.961  -0.164  -0.189
C  -1.540  -0.111  -0.908  -0.122
C  1.628  0.080  0.352  -0.539
N  -0.293  0.025  0.347  -0.026
O  2.032  1.251  0.325  -0.031
O  2.126  -1.001  0.647  -0.009
H  -0.325  -2.096  -0.231  0.078
H  -1.525  1.997  -0.279  0.042

No. 6
C37H40N2O7P3S2W | ωB97M-V/def2-TZVPD

Its net charge is +1. For the lowest unoccupied orbital energy, the calculation gives -4.6 eV. Its HOMO energy is -10.787 eV. As for the energy: -3957.7397 hartree. For the molar mass, the calculation gives 965.63 g mol⁻¹. Its spin multiplicity is 1.

Last column: Löwdin charge in e.
Positions of all 92 atoms, in Å:
W  0.345  1.289  -0.348  1.450
C  2.253  2.031  -3.324  -0.058
N  1.432  0.864  -2.942  -0.237
C  0.458  0.597  -3.994  -0.216
C  -0.575  1.702  -4.047  -0.132
N  -1.229  2.037  -2.749  -0.156
C  -1.555  3.474  -2.728  -0.069
C  -2.369  1.200  -2.538  -0.292
C  -3.660  1.585  -2.883  -0.012
C  -4.745  0.751  -2.630  -0.055
C  -4.550  -0.483  -2.030  -0.059
C  -3.267  -0.874  -1.679  -0.085
C  -2.187  -0.032  -1.923  -0.503
S  -0.624  -0.645  -1.395  0.773
C  2.281  -0.278  -2.668  -0.324
C  2.463  -1.336  -3.547  -0.010
C  3.300  -2.397  -3.209  -0.055
C  3.982  -2.396  -2.006  -0.061
C  3.810  -1.333  -1.125  -0.080
C  2.950  -0.293  -1.450  -0.545
S  2.744  1.055  -0.337  0.752
H  2.769  1.842  -4.271  0.113
H  2.989  2.239  -2.554  0.056
H  1.610  2.904  -3.426  0.078
H  0.000  -0.380  -3.851  0.089
H  0.963  0.575  -4.968  0.136
H  -1.336  1.426  -4.787  0.143
H  -0.102  2.611  -4.417  0.116
H  -2.086  3.795  -3.631  0.109
H  -0.621  4.039  -2.674  0.054
H  -2.172  3.716  -1.859  0.070
H  -3.836  2.539  -3.361  0.116
H  -5.740  1.076  -2.905  0.112
H  -5.387  -1.136  -1.820  0.112
H  -3.097  -1.829  -1.195  0.094
H  1.966  -1.355  -4.503  0.111
H  3.417  -3.221  -3.901  0.113
H  4.644  -3.213  -1.748  0.113
H  4.345  -1.309  -0.182  0.101
C  3.497  -0.784  2.435  -0.069
C  2.868  -2.146  2.411  -0.263
C  3.628  -3.211  2.889  -0.037
C  3.080  -4.466  3.095  -0.058
C  1.729  -4.661  2.859  -0.058
C  0.960  -3.624  2.357  -0.110
C  1.519  -2.374  2.078  -0.270
P  0.411  -0.994  1.514  1.106
C  -1.282  -1.731  1.454  -0.340
C  -2.310  -1.024  2.080  -0.076
C  -3.590  -1.550  2.177  -0.062
C  -3.851  -2.814  1.675  -0.065
C  -2.845  -3.504  1.016  -0.051
C  -1.567  -2.972  0.859  -0.329
C  -0.593  -3.772  0.017  -0.081
C  0.348  -0.035  3.031  -0.362
C  0.138  -0.638  4.276  -0.063
C  -0.006  0.148  5.402  -0.055
C  0.060  1.539  5.287  -0.044
C  0.289  2.127  4.060  -0.021
C  0.452  1.330  2.922  -0.295
C  0.834  2.012  1.643  -0.306
H  4.580  -0.840  2.308  0.091
H  3.304  -0.310  3.403  0.102
H  3.103  -0.125  1.675  -0.031
H  4.669  -3.033  3.135  0.118
H  3.695  -5.275  3.469  0.112
H  1.266  -5.619  3.060  0.113
H  -0.094  -3.797  2.210  0.084
H  -2.118  -0.050  2.513  0.107
H  -4.366  -0.982  2.674  0.111
H  -4.831  -3.260  1.789  0.111
H  -3.052  -4.483  0.595  0.124
H  -0.981  -3.860  -1.001  0.086
H  -0.471  -4.783  0.410  0.094
H  0.398  -3.326  -0.058  0.060
H  0.069  -1.717  4.357  0.118
H  -0.174  -0.315  6.366  0.111
H  -0.066  2.163  6.163  0.113
H  0.349  3.205  3.973  0.128
H  1.908  2.174  1.639  0.040
H  0.411  3.012  1.680  0.024
O  -3.392  3.329  -0.045  -0.058
P  -2.045  3.177  0.742  0.314
O  -2.119  3.205  2.193  -0.183
O  -1.404  1.845  0.113  -0.421
O  -1.162  4.320  0.056  -0.216
P  0.373  4.483  -0.388  0.296
O  0.264  5.407  -1.652  -0.079
O  1.270  4.951  0.657  -0.194
O  0.664  3.048  -1.014  -0.467
H  -4.126  3.521  0.550  0.117
H  0.728  6.240  -1.505  0.120

No. 7
C19H31F9OP2Pd | ωB97M-V/def2-TZVPD

For the lowest unoccupied orbital energy (alpha / beta), the calculation gives 0.3 / 0.3 eV. Its HOMO energy (alpha / beta) is -2.618 / -4.869 eV. As for the energy: -2526.8864 hartree. For the molar mass, the calculation gives 614.81 g mol⁻¹. Its spin multiplicity is 3. Its energy relative to the best compared isomer or geometry (same formula, charge and spin) is 0.000 eV.

Last column: Löwdin charge in e.
Positions of all 63 atoms, in Å:
P  0.593  2.458  2.332  0.901
P  -1.655  -1.645  -2.549  0.824
C  0.005  0.124  -1.521  -0.277
C  -0.841  -0.032  -2.698  -0.436
H  0.464  -0.790  -1.132  -0.079
H  0.407  1.103  -1.265  -0.015
H  -1.630  0.736  -2.771  0.092
H  -0.283  -0.051  -3.648  0.065
C  -0.673  -3.013  -2.027  -0.157
H  -1.331  -3.830  -1.700  0.062
H  -0.006  -2.743  -1.200  0.014
H  -0.073  -3.360  -2.879  0.075
C  -2.464  -2.019  -4.078  -0.159
H  -1.688  -2.199  -4.829  0.074
H  -3.103  -1.181  -4.374  0.070
H  -3.062  -2.920  -3.938  0.045
C  0.481  2.774  4.091  -0.190
H  -0.510  3.205  4.282  0.061
H  1.256  3.490  4.400  0.063
H  0.588  1.833  4.645  0.069
C  0.065  3.931  1.457  -0.186
H  0.171  3.815  0.372  0.058
H  0.620  4.820  1.790  0.067
H  -0.999  4.077  1.692  0.064
Pd  2.163  -0.750  0.617  0.540
C  3.396  0.166  -0.653  -0.319
C  4.016  -0.967  -0.014  -0.343
C  4.941  -0.723  1.163  -0.220
C  4.315  0.254  2.187  -0.217
C  2.762  0.380  2.120  -0.408
C  2.345  1.822  1.868  -0.411
C  2.858  2.431  0.539  -0.202
C  3.813  1.594  -0.339  -0.202
C  -0.500  1.094  1.883  -0.219
H  2.985  0.010  -1.659  0.080
H  4.150  -1.883  -0.600  0.074
H  5.914  -0.339  0.811  0.105
H  5.156  -1.685  1.656  0.101
H  4.560  -0.102  3.196  0.099
H  4.779  1.244  2.087  0.092
H  2.321  -0.033  3.047  0.062
H  2.817  2.412  2.684  0.085
H  3.405  3.354  0.811  0.111
H  2.026  2.779  -0.092  0.079
H  3.852  2.101  -1.316  0.108
H  4.844  1.639  0.045  0.099
H  -0.549  0.958  0.792  0.016
H  -1.504  1.326  2.266  0.049
H  -0.158  0.153  2.339  0.037
F  -4.659  0.470  -1.435  0.169
C  -5.070  -0.816  -1.515  -0.483
F  -6.290  -0.915  -0.935  0.172
F  -5.206  -1.103  -2.845  0.147
C  -4.015  -1.768  -0.891  -0.117
O  -2.737  -1.334  -1.445  -0.158
C  -3.810  -1.543  0.623  -0.497
F  -4.830  -2.039  1.368  0.169
F  -2.654  -2.145  1.005  0.145
F  -3.668  -0.227  0.901  0.166
C  -4.427  -3.241  -1.124  -0.478
F  -5.699  -3.458  -0.714  0.175
F  -4.361  -3.601  -2.441  0.130
F  -3.609  -4.091  -0.445  0.161

No. 8
C4H6N2S | ωB97M-V/def2-TZVPD

For the lowest unoccupied orbital energy, the calculation gives -0.6 eV. Its HOMO energy is -8.712 eV. As for the energy: -663.6001 hartree. For the molar mass, the calculation gives 114.17 g mol⁻¹. Its spin multiplicity is 1. Its energy relative to the best compared isomer or geometry (same formula, charge and spin) is 3.494 eV.

Last column: Löwdin charge in e.
Positions of all 13 atoms, in Å:
H  2.378  0.474  -1.239  0.024
N  1.480  0.011  -1.207  0.103
C  1.209  0.296  0.067  -0.469
N  1.882  0.827  1.134  0.049
C  -0.402  0.070  0.366  -0.705
S  -0.940  0.611  1.750  0.784
C  -1.295  -0.316  -0.761  -0.262
C  -2.350  -1.042  -0.505  -0.036
H  1.456  1.463  1.734  0.006
H  3.026  0.826  1.159  0.187
H  -0.893  -0.324  -1.851  0.132
H  -2.685  -1.464  0.695  0.154
H  -2.867  -1.433  -1.342  0.033